{
  "formula": "C33H108BeF3N12O38S",
  "method": "ωB97M-V with the def2-TZVPD basis set",
  "species": ["Be", "C", "F", "F", "F", "S", "O", "O", "O", "C", "O", "N", "N", "H", "H", "H", "H", "C", "O", "N", "N", "H", "H", "H", "H", "C", "O", "N", "N", "H", "H", "H", "H", "C", "O", "N", "N", "H", "H", "H", "H", "C", "O", "N", "N", "H", "H", "H", "H", "C", "O", "N", "N", "H", "H", "H", "H", "C", "C", "O", "O", "H", "H", "H", "H", "H", "H", "C", "C", "O", "O", "H", "H", "H", "H", "H", "H", "C", "C", "O", "O", "H", "H", "H", "H", "H", "H", "C", "C", "O", "O", "H", "H", "H", "H", "H", "H", "C", "C", "O", "O", "H", "H", "H", "H", "H", "H", "C", "C", "O", "O", "H", "H", "H", "H", "H", "H", "C", "C", "O", "O", "H", "H", "H", "H", "H", "H", "C", "C", "O", "O", "H", "H", "H", "H", "H", "H", "C", "C", "O", "O", "H", "H", "H", "H", "H", "H", "C", "C", "O", "O", "H", "H", "H", "H", "H", "H", "C", "C", "O", "O", "H", "H", "H", "H", "H", "H", "C", "C", "O", "O", "H", "H", "H", "H", "H", "H", "C", "C", "O", "O", "H", "H", "H", "H", "H", "H", "O", "H", "H", "O", "H", "H", "O", "H", "H"],
  "positions_angstrom": [[0.646, 3.628, -1.617], [1.044, -1.193, -0.091], [2.338, -0.795, 0.056], [0.797, -1.523, -1.352], [0.770, -2.141, 0.779], [-0.008, 0.380, 0.377], [-1.425, 0.066, 0.113], [0.231, 0.623, 1.790], [0.536, 1.475, -0.393], [-1.164, 4.501, 1.506], [-0.505, 4.598, 0.515], [-0.868, 3.681, 2.496], [-2.117, 5.252, 1.853], [-1.080, 3.932, 3.451], [-0.014, 3.158, 2.368], [-2.506, 5.063, 2.765], [-2.594, 5.865, 1.206], [-3.463, -2.680, 1.154], [-4.370, -3.328, 1.549], [-3.526, -1.698, 0.306], [-2.216, -2.754, 1.543], [-4.432, -1.365, 0.008], [-2.710, -1.117, 0.183], [-1.646, -2.051, 1.096], [-1.884, -3.351, 2.287], [-1.281, 1.153, -3.377], [-0.237, 1.748, -3.177], [-1.812, 0.786, -4.454], [-2.111, 0.613, -2.519], [-2.524, 0.071, -4.501], [-1.544, 1.213, -5.330], [-2.859, 0.051, -2.897], [-1.998, 0.664, -1.517], [3.297, 1.367, -2.743], [2.485, 2.202, -2.379], [3.213, 0.461, -3.705], [4.517, 1.293, -2.307], [4.035, -0.122, -3.771], [2.340, 0.277, -4.177], [4.872, 1.749, -1.479], [5.183, 0.760, -2.848], [-3.090, 3.591, -1.344], [-1.946, 3.560, -1.688], [-3.632, 4.702, -1.054], [-3.845, 2.551, -1.399], [-3.180, 5.489, -1.496], [-4.616, 4.813, -0.853], [-3.301, 1.723, -1.598], [-4.678, 2.491, -0.832], [3.969, 7.105, 0.921], [4.903, 6.802, 0.290], [2.772, 6.553, 0.904], [3.962, 8.158, 1.720], [2.629, 5.819, 0.224], [1.959, 6.991, 1.315], [3.405, 8.157, 2.562], [4.822, 8.688, 1.745], [-4.449, -2.007, -4.873], [-5.217, -1.068, -3.932], [-5.193, -1.415, -2.562], [-3.030, -1.921, -4.641], [-4.732, -1.682, -5.874], [-4.855, -2.972, -4.570], [-6.229, -0.896, -4.298], [-4.880, -0.041, -4.072], [-6.018, -1.879, -2.404], [-2.750, -2.735, -4.216], [-1.991, -3.636, -2.132], [-1.245, -4.520, -1.207], [-0.261, -5.245, -2.016], [-3.021, -4.338, -2.872], [-1.317, -3.231, -2.888], [-2.520, -2.817, -1.645], [-1.905, -5.182, -0.646], [-0.809, -3.875, -0.444], [-0.617, -6.124, -2.167], [-3.880, -4.110, -2.509], [2.501, 3.603, 3.413], [2.022, 2.634, 4.523], [2.847, 2.836, 5.668], [3.639, 3.281, 2.737], [2.622, 4.601, 3.833], [1.731, 3.701, 2.648], [2.104, 1.607, 4.170], [0.985, 2.854, 4.777], [3.168, 3.713, 5.892], [4.399, 3.566, 3.249], [-5.704, 3.728, 3.791], [-4.772, 2.600, 3.237], [-5.503, 1.584, 2.523], [-6.509, 3.359, 4.928], [-6.346, 4.184, 3.037], [-5.036, 4.504, 4.163], [-4.098, 2.155, 3.968], [-4.114, 3.139, 2.556], [-5.596, 0.752, 2.992], [-6.763, 4.094, 5.491], [6.328, -1.637, -0.488], [5.392, -2.813, -0.728], [4.303, -2.444, -1.560], [5.506, -0.585, -0.086], [6.748, -1.522, -1.487], [7.053, -1.737, 0.320], [4.946, -3.134, 0.213], [5.978, -3.639, -1.131], [3.481, -2.788, -1.203], [4.671, -0.650, -0.556], [4.160, -0.640, 3.154], [2.964, -1.664, 3.031], [2.932, -2.566, 4.199], [5.341, -1.202, 2.646], [4.370, -0.226, 4.140], [4.008, 0.251, 2.544], [3.169, -2.402, 2.256], [1.942, -1.288, 3.085], [3.701, -3.140, 4.194], [5.486, -0.834, 1.771], [-8.244, 0.885, -0.381], [-6.835, 1.340, -0.816], [-6.461, 2.434, -0.054], [-8.349, 0.390, 0.950], [-8.492, 0.093, -1.088], [-8.882, 1.734, -0.625], [-6.840, 1.712, -1.840], [-6.101, 0.535, -0.759], [-6.217, 2.112, 0.817], [-7.861, -0.428, 1.068], [0.655, -4.688, 5.041], [-0.094, -3.865, 4.087], [-1.015, -4.624, 3.324], [-0.297, -5.358, 5.922], [1.335, -4.006, 5.551], [1.171, -5.378, 4.372], [0.476, -3.219, 3.418], [-0.671, -3.097, 4.603], [-0.576, -5.443, 3.082], [-0.434, -4.868, 6.737], [3.795, -6.130, -3.469], [4.957, -5.413, -4.181], [5.733, -6.244, -5.056], [4.168, -7.335, -2.810], [3.037, -6.311, -4.231], [3.341, -5.578, -2.646], [5.701, -5.046, -3.474], [4.544, -4.556, -4.713], [5.143, -6.718, -5.646], [4.729, -7.110, -2.064], [-0.635, -0.186, 5.999], [-1.334, -0.150, 4.557], [-1.378, 1.116, 3.912], [-0.706, -1.385, 6.723], [-1.217, 0.574, 6.520], [0.369, 0.234, 5.935], [-2.398, -0.368, 4.651], [-0.803, -0.827, 3.888], [-0.966, 0.885, 3.076], [-0.522, -1.066, 7.610], [1.163, -2.466, -5.131], [1.569, -3.914, -5.281], [0.898, -4.639, -6.390], [1.483, -1.673, -6.156], [1.572, -2.082, -4.197], [0.097, -2.555, -4.920], [1.517, -4.477, -4.349], [2.609, -3.870, -5.603], [1.354, -4.412, -7.203], [1.568, -2.189, -6.961], [0.737, 7.006, -2.126], [2.036, 6.566, -2.618], [2.484, 5.353, -2.053], [-0.208, 6.007, -2.074], [0.444, 7.794, -2.820], [1.026, 7.376, -1.141], [2.742, 7.395, -2.668], [1.908, 6.496, -3.699], [3.425, 5.272, -2.220], [-1.005, 6.436, -2.393], [2.356, -4.958, 0.477], [2.239, -6.430, 0.165], [2.437, -7.157, 1.357], [2.171, -4.195, -0.714], [3.358, -4.680, 0.804], [1.646, -4.673, 1.253], [3.098, -6.633, -0.474], [1.273, -6.733, -0.241], [1.943, -6.834, 2.114], [1.313, -4.237, -1.143], [2.965, 3.679, -0.015], [3.817, 3.610, -0.447], [3.135, 3.423, 0.891], [-2.113, 2.895, 5.815], [-1.896, 2.145, 5.261], [-2.790, 2.567, 6.407], [0.472, 4.043, -4.167], [0.613, 4.827, -4.697], [0.036, 3.429, -4.759]],
  "mulliken_charge": [1.46, -0.95, 0.34, 0.19, 0.18, -1.42, -0.77, 0.09, 1.24, 0.11, -0.28, 0.20, -0.18, 0.34, -0.95, 0.08, 0.32, 0.60, -0.78, 0.45, 0.61, -0.15, -0.17, -0.74, 0.03, -0.19, -0.09, -0.01, 1.04, -0.25, 0.28, -0.41, -0.25, 0.28, -0.11, -0.22, -0.28, 0.07, 0.04, 0.16, 0.07, 0.48, -0.56, -0.22, 0.18, 0.26, 0.18, -0.15, 0.27, 0.61, -0.60, 0.09, -0.48, -0.24, 0.25, 0.19, 0.25, -0.42, -0.75, -0.22, -0.48, 0.39, 0.27, 0.54, 0.32, 0.24, 0.28, 0.65, -0.14, -0.40, -0.69, -0.56, 0.55, 0.49, -0.29, 0.27, 0.41, 0.71, 0.99, -0.59, -0.53, 0.61, -0.99, -0.43, -0.08, 0.35, 0.29, -0.63, 0.59, -0.54, -0.57, 0.31, 0.38, 0.46, -0.53, 0.24, 0.31, -0.73, 0.01, -0.44, -0.55, 0.27, 0.47, -0.01, 0.30, -0.04, 0.19, -0.51, 1.55, -0.47, -0.65, 0.52, -0.01, -0.50, -0.46, 0.30, 0.35, -0.80, 0.31, -0.53, -0.50, 0.37, 0.34, 0.37, -0.21, 0.26, 0.30, -0.59, 0.84, -0.64, -0.55, 0.37, 0.26, -0.63, 0.01, 0.31, 0.33, 0.60, -0.11, -0.56, -0.59, 0.33, -0.51, 0.11, 0.12, 0.33, 0.36, -0.77, -0.20, 1.07, -0.48, 0.43, 0.30, 0.39, -0.10, -0.35, 0.36, 1.23, -0.77, -0.56, -0.53, -0.38, -0.44, 0.01, 0.68, 0.34, 0.37, -0.40, -0.99, -0.20, -0.17, 0.46, 0.16, 0.48, 0.42, 0.17, 0.20, 0.04, -0.13, -0.60, 1.38, 0.38, -0.59, 0.04, 0.20, 0.32, -0.82, -0.22, 0.16, -0.11, -0.69, 0.14, 0.33, -0.41, 0.20, 0.12],
  "max_force_ev_per_a": 9.46,
  "mol_weight_g_mol": 1379.3,
  "total_charge": 1,
  "energy_ev": -151035.8410,
  "orbital_gap_ev": 7.50
}